1.
Formula: C2H14O5
Source: the Open Molecules 2025 dataset
Level of theory: ωB97M-V/def2-TZVPD

Atoms and positions in Å:
O1 0.510 -1.366 -0.903
O2 2.693 -0.623 -2.557
O3 -1.572 -0.937 0.841
O4 3.235 1.515 1.879
O5 1.042 0.409 1.259
C1 -2.747 -0.099 0.599
C2 -2.488 0.810 -0.537
H1 2.738 0.373 -2.669
H2 2.728 0.979 1.188
H3 3.526 -1.027 -2.132
H4 0.796 0.759 2.164
H5 1.389 -1.345 -1.300
H6 -1.899 0.227 -1.241
H7 0.459 -2.264 -0.653
H8 0.219 0.129 0.934
H9 -1.885 1.826 -0.198
H10 -3.059 0.339 1.556
H11 2.538 1.670 2.521
H12 -3.494 -0.806 0.264
H13 -3.475 0.795 -1.088
H14 -1.253 -1.364 0.073

Values from the calculation:
* gap between HOMO and LUMO: 10.753 eV
* net charge: 0
* SMILES: CCO.O.O.O.O
* largest force on an atom: 0.0666 hartree/bohr

Atomic partial charges in e from the Löwdin method, atoms 1 to 2: O -0.04; O -0.11

2.
Formula: C2H15AgN2O9
Source: the Open Molecules 2025 dataset
Level of theory: ωB97M-V/def2-TZVPD

Atoms and positions in Å:
Ag1 0.145 -0.450 0.599
O1 2.264 -0.853 -0.791
O2 0.885 1.679 1.661
O3 -0.460 -2.186 -1.065
O4 -0.602 -2.567 1.065
O5 0.099 1.261 -1.024
O6 -0.682 -4.297 -0.371
O7 -1.120 -0.128 2.700
O8 -2.290 -0.178 -0.035
O9 1.875 -1.281 2.111
N1 -0.312 1.702 -3.217
N2 -0.105 3.435 -1.699
C1 -0.600 -2.990 -0.124
C2 -0.059 2.082 -1.918
H1 1.663 1.882 2.191
H2 -2.918 0.285 0.529
H3 3.222 -0.935 -0.812
H4 -0.621 0.773 -3.427
H5 1.965 -1.171 -1.650
H6 -1.494 0.559 3.261
H7 -0.553 -4.732 0.487
H8 -2.677 -0.157 -0.916
H9 -0.482 2.479 -3.835
H10 2.695 -1.778 2.030
H11 -0.267 4.024 -2.497
H12 -1.503 -0.953 3.021
H13 0.243 3.776 -0.825
H14 0.310 2.444 1.745
H15 1.380 -1.728 2.807

Values from the calculation:
* gap between HOMO and LUMO (spin up / spin down): 10.648 / 6.972 eV
* net charge: +1
* spin multiplicity: 2
* largest force on an atom: 0.0301 hartree/bohr

Atomic partial charges in e from the Löwdin method, atoms 1 to 2: Ag 1.03; O -0.07

3.
Formula: C2H15NO4
Source: the Open Molecules 2025 dataset
Level of theory: ωB97M-V/def2-TZVPD

Atoms and positions in Å:
O1 2.122 -1.504 -3.754
O2 -2.416 1.060 1.731
O3 0.515 -3.358 3.018
O4 -3.390 0.047 -0.594
N1 -0.094 0.964 -0.884
C1 1.280 1.727 0.883
C2 1.238 0.983 -0.467
H1 0.378 1.321 1.490
H2 1.172 2.814 0.631
H3 -3.365 0.563 0.251
H4 0.124 -3.222 2.166
H5 1.683 -1.005 -4.435
H6 -2.825 -0.634 -0.209
H7 1.526 -0.055 -0.111
H8 0.903 -4.207 2.823
H9 -0.447 1.281 -1.834
H10 1.922 1.371 -1.218
H11 -1.677 1.281 1.211
H12 -0.447 0.056 -0.623
H13 2.138 -2.417 -4.035
H14 -2.584 1.505 2.552
H15 2.246 1.427 1.409

Values from the calculation:
* gap between HOMO and LUMO: 9.316 eV
* net charge: 0
* SMILES: CCN.O.O.O.O
* largest force on an atom: 0.0722 hartree/bohr

Atomic partial charges in e from the Löwdin method, atoms 1 to 2: O -0.05; O -0.03

4.
Formula: C2H15NSi4
Source: the Open Molecules 2025 dataset
Level of theory: ωB97M-V/def2-TZVPD

Atoms and positions in Å:
Si1 -0.711 1.541 1.295
Si2 1.567 -2.293 0.615
Si3 -1.083 -1.228 -0.349
Si4 1.063 -1.952 -2.342
N1 0.499 -1.902 -0.698
C1 0.713 2.390 0.366
C2 -2.331 2.523 1.152
H1 -0.347 1.390 2.714
H2 1.247 -0.579 -2.821
H3 -1.745 -1.005 -1.638
H4 1.621 1.796 0.436
H5 2.319 -2.694 -2.385
H6 0.047 -2.635 -3.149
H7 -1.807 -2.218 0.455
H8 2.206 -3.579 0.333
H9 -2.191 3.578 1.392
H10 -3.079 2.128 1.831
H11 0.749 -2.367 1.822
H12 -2.739 2.469 0.143
H13 2.585 -1.248 0.748
H14 0.479 2.506 -0.689
H15 0.938 3.378 0.766

Values from the calculation:
* gap between HOMO and LUMO: 8.045 eV
* net charge: 0
* largest force on an atom: 0.0463 hartree/bohr

Atomic partial charges in e from the Löwdin method, atoms 1 to 2: Si 0.61; Si 0.42

5.
Formula: C2H15O8Sr
Source: the Open Molecules 2025 dataset
Level of theory: ωB97M-V/def2-TZVPD

Atoms and positions in Å:
Sr1 0.612 0.322 -0.441
O1 1.396 2.396 -1.521
O2 2.881 -0.045 0.652
O3 -0.469 0.188 -2.694
O4 0.564 1.798 1.693
O5 -1.754 -1.115 -0.023
O6 1.504 -1.929 -0.925
O7 -0.308 -1.233 1.596
O8 -1.480 1.969 -0.735
C1 -2.373 -2.289 1.964
C2 -1.392 -1.505 1.096
H1 3.803 -0.132 0.409
H2 1.366 2.349 -2.476
H3 2.804 -0.521 1.478
H4 -1.967 -2.665 2.903
H5 -1.788 2.246 0.128
H6 1.662 -2.649 -0.314
H7 1.953 -2.193 -1.728
H8 -2.767 -3.210 1.534
H9 0.094 2.610 1.882
H10 -3.282 -1.696 2.067
H11 1.633 3.305 -1.333
H12 -1.250 0.698 -2.909
H13 -0.370 -0.419 -3.427
H14 -2.256 2.016 -1.293
H15 1.182 1.705 2.418

Values from the calculation:
* gap between HOMO and LUMO: 7.966 eV
* net charge: +1
* largest force on an atom: 0.0683 hartree/bohr

Atomic partial charges in e from the Löwdin method, atoms 1 to 2: Sr 1.65; O -0.13

6.
Formula: C2H16MnO7
Source: the Open Molecules 2025 dataset
Level of theory: ωB97M-V/def2-TZVPD

Atoms and positions in Å:
Mn1 -14.859 22.851 25.193
O1 -13.337 22.388 26.694
O2 -15.826 24.195 26.623
O3 -13.785 21.540 23.938
O4 -16.098 21.176 25.767
O5 -13.519 24.393 24.343
O6 -18.255 25.090 25.128
O7 -16.389 23.428 23.897
C1 -17.206 24.220 27.095
C2 -17.968 25.383 26.505
H1 -17.067 24.078 24.243
H2 -13.528 24.867 23.495
H3 -15.919 20.546 26.483
H4 -12.448 22.198 26.355
H5 -16.949 20.900 25.392
H6 -19.021 25.604 24.840
H7 -18.877 25.559 27.085
H8 -13.387 21.856 23.109
H9 -15.371 24.903 27.103
H10 -16.780 23.046 23.097
H11 -17.364 26.299 26.537
H12 -13.275 22.242 27.653
H13 -17.633 23.254 26.819
H14 -12.751 24.745 24.820
H15 -13.197 20.832 24.248
H16 -17.269 24.187 28.186

Values from the calculation:
* gap between HOMO and LUMO (spin up / spin down): 10.767 / 10.852 eV
* net charge: +2
* spin multiplicity: 6
* largest force on an atom: 0.0216 hartree/bohr

Atomic partial charges in e from the Löwdin method, atoms 1 to 2: Mn 0.89; O -0.04

7.
Formula: C2H16N2O4
Source: the Open Molecules 2025 dataset
Level of theory: ωB97M-V/def2-TZVPD

Atoms and positions in Å:
O1 -1.698 -2.095 1.144
O2 2.200 0.037 -1.065
O3 1.403 -1.812 0.459
O4 -2.083 0.623 0.788
N1 -0.595 -0.224 -1.125
N2 0.911 1.622 0.792
C1 0.586 0.761 1.903
C2 -1.159 0.388 -2.286
H1 1.467 0.365 2.437
H2 -1.997 -1.155 1.136
H3 -1.068 1.483 -2.204
H4 -0.671 0.037 -3.186
H5 -2.958 0.846 0.467
H6 -0.042 1.296 2.605
H7 1.821 -1.111 -0.170
H8 1.532 1.151 0.101
H9 -2.226 0.159 -2.333
H10 -0.980 -2.141 0.492
H11 0.001 -0.071 1.541
H12 1.336 2.480 1.121
H13 0.426 -0.141 -1.094
H14 1.837 -2.643 0.277
H15 -1.067 0.164 -0.225
H16 3.024 -0.017 -1.575

Values from the calculation:
* gap between HOMO and LUMO: 4.375 eV
* net charge: 0
* largest force on an atom: 0.0393 hartree/bohr

Atomic partial charges in e from the Löwdin method, atoms 1 to 2: O -0.08; O -0.32

8.
Formula: C2H16NO5
Source: the Open Molecules 2025 dataset
Level of theory: ωB97M-V/def2-TZVPD

Atoms and positions in Å:
O1 -0.691 1.796 2.860
O2 -1.614 -0.247 -1.161
O3 3.383 -0.059 1.553
O4 -1.285 -0.881 -3.721
O5 -0.558 -2.359 0.415
N1 0.674 0.062 0.863
C1 -0.948 0.968 -0.883
C2 0.633 0.784 -0.473
H1 -0.956 -3.113 0.858
H2 -1.182 -1.933 -0.167
H3 -1.609 2.150 2.614
H4 0.086 -0.813 0.778
H5 -1.172 1.816 -1.478
H6 1.655 -0.254 0.994
H7 -0.822 1.698 3.781
H8 1.205 1.693 -0.481
H9 0.424 0.553 1.677
H10 -1.449 0.996 0.058
H11 -1.528 -1.793 -3.771
H12 4.084 0.602 1.658
H13 3.724 -0.883 1.664
H14 -1.492 -0.658 -2.111
H15 1.225 0.277 -1.120
H16 -1.787 -0.404 -4.408

Values from the calculation:
* gap between HOMO and LUMO: 11.489 eV
* net charge: +1
* largest force on an atom: 0.0832 hartree/bohr

Atomic partial charges in e from the Löwdin method, atoms 1 to 2: O -0.05; O -0.13

9.
Formula: C2H16O5S
Source: the Open Molecules 2025 dataset
Level of theory: ωB97M-V/def2-TZVPD

Atoms and positions in Å:
S1 -1.401 -0.432 1.647
O1 -0.557 -0.506 -1.716
O2 0.075 -3.581 -0.232
O3 -0.702 2.372 -2.216
O4 2.519 -1.497 -1.013
O5 1.882 0.590 -3.195
C1 -0.970 1.542 3.580
C2 -0.863 1.319 2.047
H1 -1.733 0.898 4.028
H2 -0.589 -0.729 -0.773
H3 -0.590 -1.270 2.443
H4 -0.903 2.985 -2.894
H5 -0.166 0.987 4.040
H6 1.235 -0.195 -3.030
H7 0.161 1.478 1.743
H8 -0.719 -3.225 -0.611
H9 -1.150 0.256 -1.805
H10 -0.982 2.535 3.787
H11 2.707 0.328 -2.756
H12 -0.214 -3.744 0.702
H13 2.502 -1.966 -1.937
H14 1.812 -2.010 -0.670
H15 0.113 1.942 -2.568
H16 -1.467 1.924 1.400

Values from the calculation:
* gap between HOMO and LUMO: 9.790 eV
* net charge: 0
* SMILES: CCS.O.O.O.O.O
* largest force on an atom: 0.0818 hartree/bohr

Atomic partial charges in e from the Löwdin method, atoms 1 to 2: S 0.66; O -0.09